A) C4H9N | ωB97M-V/def2-TZVPD

```
14
Properties=species:S:1:pos:R:3:nbo_charge:R:1
C 1.09 0.70 -1.38 -0.772
C 0.64 -0.62 -0.09 0.032
C 0.69 0.28 1.13 -0.281
N -0.44 -0.53 0.75 -0.435
C -1.88 -0.52 0.69 -0.401
H 2.20 0.70 -1.45 0.207
H 0.67 0.24 -2.25 0.201
H 0.83 1.80 -1.50 0.218
H 1.01 -1.59 -0.45 0.201
H 0.89 1.10 0.36 0.231
H 1.08 0.05 2.13 0.202
H -2.27 -1.42 1.19 0.197
H -2.28 0.35 1.22 0.203
H -2.23 -0.52 -0.34 0.198
```

Its highest occupied orbital energy is -8.4 eV. As for the charge: 0. As for the frontier orbital gap: 9.54 eV. For the molar mass, the calculation gives 71.12 g/mol.



B) C4H9N | ωB97M-V/def2-TZVPD

```
14
Properties=species:S:1:pos:R:3:nbo_charge:R:1
C 1.07 0.15 -0.57 -0.433
C 0.74 -0.38 0.85 -0.436
C -0.80 -0.03 1.03 -0.228
N -1.42 -0.14 -0.28 -0.595
C -0.39 0.48 -1.13 -0.233
H 1.58 -0.56 -1.30 0.205
H 1.60 1.11 -0.63 0.207
H 1.44 -0.06 1.61 0.217
H 0.80 -1.48 0.90 0.196
H -0.95 0.98 1.49 0.181
H -1.24 -0.69 1.71 0.197
H -1.45 -1.18 -0.43 0.340
H -0.40 0.26 -2.22 0.200
H -0.57 1.53 -1.05 0.183
```

Its highest occupied orbital energy is -9.3 eV. As for the charge: 0. The SMILES is C1CCNC1. As for the frontier orbital gap: 10.44 eV. For the molar mass, the calculation gives 71.12 g/mol.



B) is favored, and the nearest alternative lies 408.3 kJ/mol above it.



A) C4H9N | ωB97M-V/def2-TZVPD

```
14
Properties=species:S:1:pos:R:3:nbo_charge:R:1
C 1.15 -0.03 -1.26 -0.206
C -0.21 -0.99 0.47 -0.229
C -0.22 1.28 0.75 -0.536
C -1.18 0.17 0.29 -0.480
N 0.73 -1.11 -0.57 -0.525
H 1.44 -1.81 -0.41 0.389
H 0.44 0.66 -1.68 0.185
H 2.12 -0.07 -1.72 0.186
H -0.59 -1.96 0.80 0.207
H 0.40 -0.24 1.28 0.220
H -1.56 0.28 -0.73 0.202
H -2.05 0.05 0.94 0.218
H -0.05 2.13 0.09 0.184
H -0.40 1.64 1.76 0.186
```

Its highest occupied orbital energy (spin up / spin down) is -6.5 / -7.5 eV. As for the charge: 0. As for the frontier orbital gap (spin up / spin down): 7.11 / 8.51 eV. For the molar mass, the calculation gives 71.12 g/mol.



B) C4H9N | ωB97M-V/def2-TZVPD

```
14
Properties=species:S:1:pos:R:3:nbo_charge:R:1
C -1.30 -0.25 0.28 -0.501
C -1.12 -1.47 0.77 0.010
N -0.05 -1.81 1.63 -0.809
H -0.48 0.34 0.66 0.179
H -2.08 0.22 -0.28 0.217
H -1.59 -2.37 0.40 0.181
H 0.68 -1.11 1.67 0.359
H 0.41 -2.64 1.28 0.361
C 1.44 1.21 -0.77 -0.403
C 0.43 1.84 -1.36 -0.374
H 1.69 1.58 0.22 0.194
H 2.05 0.54 -1.35 0.199
H -0.30 2.35 -0.75 0.196
H 0.24 1.59 -2.40 0.192
```

Its highest occupied orbital energy is -8.5 eV. As for the charge: 0. The SMILES is C=CN.C=C. As for the frontier orbital gap: 9.60 eV. For the molar mass, the calculation gives 71.12 g/mol.



C) C4H9N | ωB97M-V/def2-TZVPD

```
14
Properties=species:S:1:pos:R:3:nbo_charge:R:1
C -1.42 -2.29 -0.37 -0.589
C -1.00 -1.04 -0.86 0.045
N 0.02 -0.34 -0.11 -0.602
C 0.09 1.07 0.46 -0.216
C 1.64 1.66 0.20 -0.608
H -1.60 -3.12 -1.05 0.199
H -1.69 -2.58 0.63 0.208
H -1.39 -0.33 -1.53 0.191
H 0.23 -0.86 0.74 0.361
H -0.66 1.70 -0.05 0.196
H -0.05 0.85 1.56 0.188
H 2.41 0.98 0.52 0.208
H 1.62 1.69 -0.86 0.211
H 1.79 2.60 0.74 0.208
```

Its highest occupied orbital energy is -7.7 eV. As for the charge: 0. The SMILES is C=CNCC. As for the frontier orbital gap: 8.62 eV. For the molar mass, the calculation gives 71.12 g/mol.



D) C4H9N | ωB97M-V/def2-TZVPD

```
14
Properties=species:S:1:pos:R:3:nbo_charge:R:1
C -0.46 -1.20 -1.53 -0.677
C 0.17 -1.00 -0.16 -0.194
C 1.10 0.15 -0.23 -0.281
N -0.22 0.46 0.36 -0.433
C -0.28 0.82 1.78 -0.406
H 0.22 -1.85 -2.09 0.225
H -1.43 -1.71 -1.50 0.209
H -0.58 -0.28 -2.15 0.152
H -0.86 0.96 -0.24 0.398
H 1.30 0.71 -1.15 0.178
H 1.90 0.24 0.51 0.193
H -0.10 -0.10 2.34 0.232
H 0.49 1.56 2.03 0.196
H -1.26 1.23 2.03 0.208
```

Its highest occupied orbital energy is -7.2 eV. As for the charge: 0. As for the frontier orbital gap: 8.20 eV. For the molar mass, the calculation gives 71.12 g/mol.



B) is favored, and the nearest alternative lies 73.9 kJ/mol above it.



A) C4H9N | ωB97M-V/def2-TZVPD

```
14
Properties=species:S:1:pos:R:3:nbo_charge:R:1
C 1.06 1.02 -1.17 -0.617
C 0.35 0.88 0.13 -0.214
N -0.79 -0.04 0.01 -0.410
C -0.52 -1.44 0.05 -0.263
C -1.25 -0.76 1.17 -0.260
H 1.75 1.86 -1.09 0.213
H 1.59 0.11 -1.49 0.206
H 0.34 1.25 -1.98 0.216
H 1.04 0.55 0.93 0.160
H -0.03 1.89 0.43 0.196
H -1.05 -2.07 -0.64 0.201
H 0.52 -1.78 0.33 0.181
H -0.67 -0.63 2.10 0.188
H -2.35 -0.85 1.21 0.204
```

Its highest occupied orbital energy is -9.0 eV. As for the charge: 0. The SMILES is CCN1CC1. As for the frontier orbital gap: 10.32 eV. For the molar mass, the calculation gives 71.12 g/mol.



B) C4H9N | ωB97M-V/def2-TZVPD

```
14
Properties=species:S:1:pos:R:3:nbo_charge:R:1
C 1.44 0.26 -1.40 -0.356
C 1.61 1.20 -2.35 -0.222
C 2.13 0.60 -3.65 -0.660
H 0.69 0.44 -0.54 0.182
H 1.85 -0.76 -1.36 0.190
H 0.92 2.01 -2.22 0.213
H 1.90 1.27 -4.47 0.215
H 1.83 -0.41 -4.03 0.219
H 3.19 0.62 -3.71 0.218
C -2.60 -0.57 3.32 -0.063
N -2.47 -1.34 4.41 -0.608
H -2.34 0.51 3.09 0.186
H -3.07 -1.07 2.47 0.142
H -3.22 -2.13 4.37 0.342
```

Its highest occupied orbital energy is -9.6 eV. As for the charge: 0. The SMILES is C=CC.C=N. As for the frontier orbital gap: 10.37 eV. For the molar mass, the calculation gives 71.12 g/mol.



C) C4H9N | ωB97M-V/def2-TZVPD

```
14
Properties=species:S:1:pos:R:3:nbo_charge:R:1
H -1.51 -2.06 0.29 0.295
N -0.45 -1.52 0.53 -0.599
C -0.68 -0.35 0.15 0.328
C -1.92 0.39 -0.21 -0.691
C 0.76 0.59 0.24 -0.438
C 2.01 -0.16 -0.16 -0.615
H -2.13 1.14 0.56 0.238
H -1.77 0.90 -1.16 0.231
H -2.76 -0.30 -0.28 0.217
H 0.82 0.98 1.26 0.208
H 0.59 1.44 -0.42 0.190
H 1.90 -0.62 -1.15 0.208
H 2.87 0.52 -0.20 0.208
H 2.25 -0.95 0.56 0.221
```

Its highest occupied orbital energy is -9.6 eV. As for the charge: 0. The SMILES is [H]/N=C(\C)CC. As for the frontier orbital gap: 10.64 eV. For the molar mass, the calculation gives 71.12 g/mol.



C) is favored, and the nearest alternative lies 19.0 kJ/mol above it.



A) C4H9N | ωB97M-V/def2-TZVPD

```
14
Properties=species:S:1:pos:R:3:nbo_charge:R:1
C 1.41 -1.94 0.87 -0.623
C 0.44 -0.72 1.01 -0.282
C -0.13 -0.24 -0.11 -0.004
N -1.02 0.99 -0.11 -0.648
C -0.87 1.79 -1.39 -0.460
H 0.88 -2.83 0.93 0.207
H 2.00 -2.00 -0.13 0.212
H 2.19 -1.86 1.70 0.213
H 0.20 -0.26 2.00 0.202
H -0.02 -0.70 -1.10 0.191
H -0.74 1.39 0.85 0.380
H -1.58 2.61 -1.69 0.222
H 0.18 2.07 -1.65 0.180
H -1.01 1.30 -2.44 0.209
```

Its highest occupied orbital energy is -8.2 eV. As for the charge: 0. The SMILES is C/C=C/NC. As for the frontier orbital gap: 9.34 eV. For the molar mass, the calculation gives 71.12 g/mol.



B) C4H9N | ωB97M-V/def2-TZVPD

```
14
Properties=species:S:1:pos:R:3:nbo_charge:R:1
C 2.09 -1.44 -0.74 -0.505
C 1.12 -0.55 -1.08 0.003
N 0.12 -0.34 -0.15 -0.633
C -0.68 0.83 -0.11 -0.217
C -1.57 0.87 1.16 -0.626
H 2.81 -1.69 -1.50 0.199
H 2.13 -1.81 0.28 0.201
H 1.29 0.23 -1.82 0.194
H -0.31 -1.14 0.28 0.385
H -0.07 1.76 -0.01 0.192
H -1.39 0.87 -0.94 0.174
H -2.65 0.68 0.94 0.205
H -1.27 0.04 1.81 0.204
H -1.62 1.69 1.88 0.224
```

Its highest occupied orbital energy is -7.8 eV. As for the charge: 0. The SMILES is C=CNCC. As for the frontier orbital gap: 8.96 eV. For the molar mass, the calculation gives 71.12 g/mol.



C) C4H9N | ωB97M-V/def2-TZVPD

```
14
Properties=species:S:1:pos:R:3:nbo_charge:R:1
C -1.55 0.43 -0.62 -0.352
C -0.91 -1.50 0.18 -0.315
C 0.50 0.45 0.77 -0.213
C 1.64 0.52 -0.25 -0.612
N -0.69 -0.18 0.22 -0.289
H -1.90 -0.03 -1.53 0.193
H -1.89 1.43 -0.41 0.164
H -1.91 -1.89 0.20 0.196
H -0.09 -2.20 0.24 0.166
H 0.22 1.46 1.08 0.211
H 0.81 -0.12 1.64 0.205
H 1.91 -0.48 -0.60 0.211
H 2.52 0.98 0.19 0.215
H 1.34 1.11 -1.12 0.220
```

Its highest occupied orbital energy (spin up / spin down) is -6.9 / -6.9 eV. As for the charge: 0. As for the frontier orbital gap (spin up / spin down): 7.87 / 7.87 eV. For the molar mass, the calculation gives 71.12 g/mol.



B) is favored, and the nearest alternative lies 75.8 kJ/mol above it.



A) C4H9N | ωB97M-V/def2-TZVPD

```
14
Properties=species:S:1:pos:R:3:nbo_charge:R:1
C -1.57 -0.91 0.21 -0.611
C -0.08 -0.62 0.01 0.002
N 0.59 -1.46 -0.76 -0.585
H 1.40 -1.01 -1.19 0.319
H 0.31 -0.76 1.26 0.177
H -1.97 -0.40 1.09 0.205
H -2.11 -0.56 -0.68 0.216
H -1.72 -1.98 0.32 0.232
C 0.27 0.87 0.14 -0.492
C 1.31 1.45 -0.56 -0.318
H 2.00 0.86 -1.15 0.183
H -0.57 1.51 0.42 0.248
H 0.61 0.52 1.31 0.225
H 1.55 2.49 -0.43 0.198
```

Its highest occupied orbital energy (spin up / spin down) is -8.5 / -7.9 eV. As for the charge: 0. As for the frontier orbital gap (spin up / spin down): 8.44 / 7.46 eV. For the molar mass, the calculation gives 71.12 g/mol.



B) C4H9N | ωB97M-V/def2-TZVPD

```
14
Properties=species:S:1:pos:R:3:nbo_charge:R:1
C 1.71 1.21 1.43 -0.055
N 2.83 1.10 0.90 -0.388
C 3.18 -0.15 0.21 -0.449
H 1.46 2.01 2.12 0.172
H 0.90 0.49 1.22 0.125
H 4.08 0.06 -0.35 0.207
H 2.35 -0.48 -0.42 0.183
H 3.40 -0.90 0.97 0.206
C -4.40 -0.67 -1.01 -0.392
C -3.22 -1.16 -1.36 -0.374
H -4.59 0.37 -0.81 0.198
H -5.25 -1.28 -1.28 0.189
H -2.32 -0.56 -1.24 0.185
H -3.06 -2.17 -1.72 0.194
```

Its highest occupied orbital energy is -9.5 eV. As for the charge: 0. The SMILES is C=NC.C=C. As for the frontier orbital gap: 10.45 eV. For the molar mass, the calculation gives 71.12 g/mol.



B) is favored, and the nearest alternative lies 329.9 kJ/mol above it.



A) C4H9N | ωB97M-V/def2-TZVPD

```
14
Properties=species:S:1:pos:R:3:nbo_charge:R:1
C -0.62 0.64 -1.04 -0.203
C 0.40 -0.40 -0.50 -0.508
C 0.62 0.02 0.91 -0.216
C 1.69 -0.74 1.64 -0.421
H -2.59 1.08 -0.74 0.359
H -2.19 -0.55 -0.57 0.349
H -0.80 0.66 -2.08 0.171
H -0.36 1.76 -0.82 0.178
H 1.36 -0.27 -1.10 0.229
H 0.09 -1.44 -0.85 0.226
H -0.11 1.00 1.53 0.273
H 2.70 -1.71 1.27 0.217
H 1.72 -0.49 2.73 0.191
N -1.91 0.45 -0.38 -0.844
```

Its highest occupied orbital energy is -8.7 eV. As for the charge: 0. As for the frontier orbital gap: 9.87 eV. For the molar mass, the calculation gives 71.12 g/mol.



B) C4H9N | ωB97M-V/def2-TZVPD

```
14
Properties=species:S:1:pos:R:3:nbo_charge:R:1
C 0.70 0.00 -1.26 -0.096
C -0.62 -0.13 -0.82 0.087
C -1.04 -0.45 -2.12 -0.554
C 0.93 0.41 2.47 -0.828
N -1.27 0.15 0.29 -0.694
H 1.31 -0.86 -1.61 0.217
H -0.06 0.42 2.87 0.225
H 0.96 0.95 -1.75 0.214
H -2.15 -0.55 -2.30 0.250
H -0.51 -0.62 -3.05 0.229
H 0.95 0.34 1.35 0.206
H 1.54 1.22 2.84 0.204
H 1.41 -0.52 2.76 0.200
H -2.17 -0.34 0.33 0.341
```

Its highest occupied orbital energy is -7.8 eV. As for the charge: 0. As for the frontier orbital gap: 6.37 eV. For the molar mass, the calculation gives 71.12 g/mol.



A) is favored, and the nearest alternative lies 115.8 kJ/mol above it.